11 unconnected molecules or ions with the total composition H24NO10 at a distorted geometry. Source: the Open Molecules 2025 dataset; level of theory: wB97M-V/def2-TZVPD.

Output
- Energy relative to the best compared isomer or geometry (same formula, charge and spin): 6.0485 eV
- E_LUMO: -0.1296 hartree
- HOMO energy: -13.9774 eV
- Net charge: +1
- HOMO-LUMO gap: 0.384 Eh
- Calculated total energy: -22344.74789 eV

Structure (XYZ):
```
35
Properties=species:S:1:pos:R:3:lowdin_charge:R:1
H 3.43891 1.28066 -0.46777 0.119
H 0.48891 -3.46634 0.62023 0.014
O -0.38309 1.93966 2.23123 -0.058
H 0.38691 1.66466 -2.67377 -0.090
H 2.83891 -0.80834 -0.87877 0.028
O 2.77091 0.72566 0.06423 -0.099
H 0.37891 -0.76134 -0.35477 0.084
H -1.06709 1.37466 2.48523 -0.004
H 0.71291 2.37566 -1.62077 -0.056
O -0.61009 -1.38834 3.66523 -0.110
O -2.46309 -0.88734 -2.40277 -0.047
H -1.23509 -1.04234 -0.19077 0.157
O 0.49291 -3.34934 1.57823 -0.141
H -1.31109 3.59166 -0.24377 0.158
H 2.95591 0.90966 1.01923 0.082
H 3.66491 -2.21034 -1.34777 0.029
O -0.32009 3.20866 -0.08377 -0.033
H -0.24109 2.92866 0.73323 -0.123
O 2.86991 -1.82934 -0.98877 -0.107
H -0.82009 -0.90634 4.59223 0.138
H 1.28191 -2.71534 2.03423 0.156
H -0.23909 -0.62734 1.10823 0.102
N -0.42709 -0.43034 0.12823 0.333
H -2.77209 0.05566 -2.08177 0.098
H -2.95409 1.88266 -0.10777 0.030
O -3.07609 0.98566 0.10523 0.045
H -0.10509 -2.36434 -2.90977 -0.081
H -0.62209 0.51966 -0.14877 0.092
H -1.38309 -1.60834 3.15923 0.006
H -1.58309 -0.95234 -2.56877 -0.089
H 1.03891 -1.69034 -3.24477 0.025
H 0.06391 2.50266 2.98123 0.155
O 0.26491 -1.65234 -2.79977 0.118
H -3.11309 0.74966 0.95623 -0.017
O 1.07591 1.99466 -2.34677 0.087
```